{
  "formula": "C46H47AuN2O6P5",
  "method": "ωB97M-V/def2-TZVPD",
  "homo_ev": -8.490,
  "e_above_lowest_kj_mol": 3.7,
  "e_tot_ev": -113868.630,
  "charge": 1,
  "max_force_ev_per_a": 1.7,
  "symbols": ["Au", "P", "P", "P", "P", "P", "O", "O", "O", "O", "O", "O", "N", "N", "C", "C", "C", "C", "C", "C", "C", "C", "C", "C", "C", "C", "C", "C", "C", "C", "C", "C", "C", "C", "C", "C", "C", "C", "C", "C", "C", "C", "C", "C", "C", "C", "C", "C", "C", "C", "C", "C", "C", "C", "C", "C", "C", "C", "C", "C", "H", "H", "H", "H", "H", "H", "H", "H", "H", "H", "H", "H", "H", "H", "H", "H", "H", "H", "H", "H", "H", "H", "H", "H", "H", "H", "H", "H", "H", "H", "H", "H", "H", "H", "H", "H", "H", "H", "H", "H", "H", "H", "H", "H", "H", "H", "H"],
  "positions_angstrom": [[-0.45120, 0.06960, -0.05570], [0.64260, 1.74820, -2.31280], [0.19050, -0.31110, 2.15370], [-1.86100, -1.92090, 0.00370], [3.17910, -0.67240, -1.31350], [-0.06680, 2.95310, 0.19150], [0.60820, 2.20220, -3.86100], [1.98950, 1.32670, -1.85750], [-0.06950, 4.42880, 0.82930], [0.98590, 2.10370, 0.80690], [-0.52450, 0.80750, -2.13960], [-1.47090, 2.40300, 0.13900], [-1.14610, 3.68720, -2.08510], [2.53250, -0.27030, 0.14880], [5.80360, 1.42640, -3.63050], [4.37680, -1.86090, 2.94770], [0.22510, 2.32170, 5.89480], [5.43900, -2.33740, -1.26280], [-5.44050, -0.21750, 1.04760], [-2.26070, -3.48390, -0.81860], [-1.73440, -5.77600, -1.33260], [-1.48210, -2.53560, 1.70570], [-5.58200, 0.73960, 0.05730], [1.40750, 1.79070, 5.39760], [-0.94600, 2.19660, 5.16180], [6.14070, -3.45090, -0.83990], [1.75550, -1.15580, 2.28430], [1.40440, 1.07440, 4.22100], [6.04170, 2.54320, -2.84640], [-1.19840, -1.42890, 2.69310], [-4.35710, -1.08140, 1.04870], [1.00300, -2.17180, -2.21400], [-1.44380, -4.61370, -0.65170], [2.04020, -1.83760, 3.49160], [4.40990, 0.51950, -1.90200], [2.81490, -0.88560, 1.38420], [0.13390, -2.64250, -3.17750], [4.14670, -4.33120, 0.17090], [4.08910, -2.19900, -0.94860], [-2.80280, -5.82360, -2.21960], [5.49710, -4.44220, -0.11400], [-3.52760, 0.01210, -0.94370], [1.15130, -1.20750, -4.80830], [-3.38490, -0.95630, 0.05520], [3.32990, -2.20510, 3.79760], [-0.96800, 1.46710, 3.98900], [2.01150, -0.71620, -3.84680], [0.21920, 3.39350, -1.59080], [0.19700, 0.82260, 3.56130], [1.22320, 4.46300, -1.91650], [-4.63110, 0.83940, -0.95310], [0.21640, -2.18200, -4.48380], [-3.58910, -4.69390, -2.41750], [3.44530, -3.21630, -0.23980], [4.10770, -1.20200, 1.75390], [1.96230, -1.21260, -2.54260], [5.00090, 0.40310, -3.15700], [5.51670, 2.62110, -1.56600], [-3.31250, -3.52330, -1.74450], [4.69190, 1.61720, -1.09290], [-1.38220, 4.68090, -2.01840], [5.74850, 3.47230, -0.94390], [2.19770, 4.13720, -1.55960], [2.00920, 0.60390, 0.19690], [4.84340, -0.48930, -3.74950], [6.24120, 1.35760, -4.61610], [-0.44020, -2.57760, -5.24200], [-4.27430, -1.84360, 1.81080], [0.22390, 2.84520, 6.83760], [-3.92140, -2.64270, -1.89640], [0.11190, 4.39250, 1.76960], [0.97420, 5.39970, -1.42090], [-0.60300, -4.58990, 0.02610], [1.28820, 4.61520, -2.99420], [-1.85040, 2.66030, 5.52210], [-0.61700, -3.37240, -2.91700], [0.75640, 1.42720, -4.40640], [4.25290, 1.68310, -0.10680], [7.19230, -3.54060, -1.06530], [-6.18070, -0.29250, 1.83020], [-4.75480, 1.56720, -1.74190], [-2.76110, 0.09860, -1.70200], [-3.01350, -6.73320, -2.75900], [-2.07130, -0.77600, 2.79690], [0.92240, -2.54710, -1.20320], [-0.60870, -3.19070, 1.62180], [5.39780, -2.08260, 3.21430], [6.64640, 3.34930, -3.23130], [1.22290, -0.84860, -5.82530], [5.94670, -1.56310, -1.81840], [-4.42120, -4.73460, -3.10310], [-1.25540, 3.34190, -3.04580], [1.23520, -2.03950, 4.18730], [4.91820, -0.90270, 1.10660], [-0.95940, -1.84490, 3.67610], [6.05070, -5.29910, 0.23190], [3.53120, -2.72260, 4.72330], [2.33220, 1.92730, 5.93560], [-1.72210, 3.12380, -1.37320], [-2.33870, -3.14550, 2.01790], [2.72230, 0.06270, -4.08380], [-1.88170, 1.37800, 3.41790], [2.40060, -3.13030, 0.01100], [-6.43190, 1.40680, 0.06330], [2.32610, 0.66860, 3.83390], [3.64500, -5.10600, 0.73160], [-1.12550, -6.65250, -1.17250]],
  "forces_ev_per_a": [[-0.332, -1.513, 0.332], [-0.285, 0.073, -0.509], [-1.659, 0.002, -0.461], [0.506, -0.387, -0.181], [0.196, -0.319, -0.032], [-0.132, 0.473, 0.834], [0.191, 0.389, 0.127], [0.012, 0.604, 0.037], [-0.021, 0.058, -0.334], [0.994, 1.199, -0.122], [0.112, 0.410, -0.382], [-0.338, 0.692, -0.174], [-0.677, -0.104, -0.122], [0.604, 0.146, -0.327], [0.076, 0.033, -0.121], [-0.416, 0.230, -0.250], [0.120, -0.005, -0.132], [-0.217, 0.207, -0.009], [-0.136, -0.038, 0.218], [-0.104, -0.054, -0.295], [-0.068, -0.221, -0.279], [-0.615, -0.150, -0.292], [0.146, 0.034, -0.224], [-0.079, 0.274, 0.251], [-0.025, 0.139, 0.190], [0.000, -0.225, 0.085], [0.772, -0.499, 0.838], [-0.443, -0.228, -0.081], [0.008, -0.041, -0.022], [0.708, 0.009, 0.364], [0.154, 0.171, -0.381], [0.500, 0.219, 0.179], [-0.476, 0.532, 0.112], [-0.097, 0.332, -0.994], [-0.130, -0.216, 0.013], [-0.922, -0.056, 0.794], [-0.203, -0.034, -0.441], [-0.097, -0.060, -0.003], [-0.050, -0.020, -0.048], [0.020, 0.149, 0.068], [0.153, 0.098, -0.068], [-0.007, -0.297, 0.156], [-0.049, -0.107, -0.207], [-0.341, -0.178, 0.303], [0.357, -0.245, 0.140], [0.316, -0.419, -0.164], [0.180, -0.131, 0.274], [0.538, -0.977, 0.488], [0.532, 0.417, -0.087], [0.182, 0.092, -0.044], [-0.290, 0.056, 0.120], [0.101, 0.088, 0.275], [0.095, -0.355, -0.229], [0.108, -0.093, -0.334], [0.506, -0.018, 0.519], [0.019, -0.117, -0.214], [-0.048, -0.141, 0.194], [0.041, 0.002, 0.030], [0.311, 0.007, 0.576], [0.016, -0.190, -0.014], [0.043, -0.190, -0.054], [-0.039, 0.070, 0.078], [0.094, 0.037, 0.004], [-0.175, 0.185, -0.109], [-0.030, 0.056, -0.110], [0.030, -0.040, -0.040], [-0.111, -0.023, -0.071], [0.025, -0.037, 0.080], [-0.017, 0.110, 0.080], [-0.071, 0.002, -0.020], [0.102, 0.103, 0.410], [-0.020, 0.068, 0.037], [0.067, -0.017, 0.077], [0.049, 0.038, -0.018], [-0.144, 0.057, 0.024], [-0.021, -0.091, 0.057], [-0.071, -0.284, -0.465], [-0.080, 0.092, 0.016], [0.084, -0.018, -0.044], [-0.095, -0.015, 0.054], [-0.005, 0.085, -0.040], [0.020, 0.079, -0.068], [-0.068, -0.111, -0.030], [0.170, -0.008, 0.060], [-0.040, 0.035, -0.032], [-0.147, 0.005, -0.040], [0.103, -0.056, 0.031], [0.108, 0.066, -0.020], [-0.004, 0.057, -0.092], [0.078, 0.036, 0.049], [-0.084, 0.000, -0.107], [-0.187, 0.228, 0.163], [0.032, 0.043, 0.031], [0.108, -0.046, 0.002], [-0.185, 0.024, 0.024], [0.088, -0.153, 0.034], [0.058, -0.056, 0.080], [0.115, 0.058, 0.079], [-0.211, 0.122, -0.301], [0.249, -0.031, 0.179], [-0.010, -0.006, -0.125], [-0.102, -0.029, -0.010], [-0.083, 0.007, 0.116], [-0.057, 0.014, 0.025], [0.080, -0.005, 0.062], [-0.040, -0.054, 0.037], [0.076, -0.107, -0.032]],
  "lowdin_charge": [0.64, 0.35, 0.96, 0.95, 1.06, 0.29, -0.12, -0.33, -0.11, -0.38, -0.37, -0.36, 0.17, -0.07, -0.06, -0.04, -0.08, -0.07, -0.07, -0.36, -0.08, -0.38, -0.07, -0.07, -0.08, -0.06, -0.30, -0.08, -0.06, -0.37, -0.08, -0.09, -0.12, -0.09, -0.30, -0.30, -0.05, -0.06, -0.28, -0.08, -0.06, -0.13, -0.07, -0.39, -0.07, -0.09, -0.12, -0.52, -0.33, -0.06, -0.07, -0.04, -0.08, -0.09, -0.04, -0.27, -0.10, -0.06, -0.09, -0.07, 0.17, 0.11, 0.09, 0.03, 0.11, 0.11, 0.11, 0.11, 0.10, 0.10, 0.08, 0.09, 0.09, 0.09, 0.11, 0.09, 0.06, 0.11, 0.11, 0.11, 0.10, 0.07, 0.10, 0.07, 0.07, 0.07, 0.11, 0.11, 0.11, 0.10, 0.11, 0.15, 0.11, 0.12, 0.09, 0.11, 0.11, 0.11, 0.12, 0.09, 0.10, 0.11, 0.09, 0.11, 0.10, 0.11, 0.11]
}



{
  "formula": "C46H47BrClN4O3PPb",
  "method": "ωB97M-V/def2-TZVPD",
  "homo_ev": -7.493,
  "e_above_lowest_kj_mol": 4.9,
  "e_tot_ev": -157670.339,
  "max_force_ev_per_a": 0.2,
  "symbols": ["Pb", "Br", "Cl", "P", "O", "O", "O", "N", "N", "N", "N", "C", "C", "C", "C", "C", "C", "C", "C", "C", "C", "C", "C", "C", "C", "C", "C", "C", "C", "C", "C", "C", "C", "C", "C", "C", "C", "C", "C", "C", "C", "C", "C", "C", "C", "C", "C", "C", "C", "C", "C", "C", "C", "C", "C", "C", "C", "H", "H", "H", "H", "H", "H", "H", "H", "H", "H", "H", "H", "H", "H", "H", "H", "H", "H", "H", "H", "H", "H", "H", "H", "H", "H", "H", "H", "H", "H", "H", "H", "H", "H", "H", "H", "H", "H", "H", "H", "H", "H", "H", "H", "H", "H", "H"],
  "positions_angstrom": [[0.66067, 0.35169, -0.46209], [2.14870, -3.46710, 7.42076], [-1.67823, -2.35124, -0.68087], [-1.25313, 1.94278, 1.20748], [3.29405, 2.24869, -5.53239], [0.13528, -1.90281, 1.97008], [2.34235, -0.88235, 2.84252], [4.92709, 0.74864, -5.96726], [-1.73339, -4.00411, 2.20586], [-2.32605, -4.31330, 4.33604], [1.47247, -0.45750, -2.92587], [5.16515, 2.03030, -8.08090], [1.49023, -3.01318, 5.70165], [3.52502, -0.25393, 3.29769], [-2.28860, 3.01018, -2.59955], [0.54284, -2.31937, 3.20328], [-3.58877, 3.45876, -2.45896], [0.31863, -3.56907, 5.25636], [5.63602, -0.48621, -5.65657], [-0.09642, 2.19512, -1.69787], [-3.81692, -4.93754, 1.11089], [1.15592, -1.61524, -3.50406], [-0.15448, -3.23288, 3.98112], [3.72278, 1.10834, -5.45266], [-3.32847, -4.78544, 3.50750], [-3.45486, 3.10470, -0.09912], [5.93548, -1.32615, -6.88921], [-5.03536, -5.49229, 1.44972], [-2.36233, 4.56948, 4.17732], [-0.35092, 4.38122, 2.24031], [-2.34432, 0.71483, 2.00957], [2.87574, 0.05917, -4.78902], [-1.31361, -0.65212, -1.19110], [0.71355, 4.33000, 1.17939], [-0.41488, 5.46844, 3.10561], [-1.52513, 2.59343, -1.50102], [-2.31008, 3.47759, 3.32486], [-2.15957, 2.60216, -0.23809], [-2.97665, -4.59385, 2.16458], [-4.56349, -5.34930, 3.82920], [-1.40762, -3.85399, 3.52721], [2.53359, -1.14406, -5.38899], [1.65495, -1.99520, -4.73895], [-4.17680, 3.52963, -1.19860], [-0.66610, 0.60189, 3.93106], [-1.40719, 5.56755, 4.06875], [-3.82703, -1.35099, 3.17156], [2.22465, -2.11965, 4.92515], [1.74706, -1.76869, 3.67524], [-1.31150, 3.36835, 2.36044], [5.67585, 1.79271, -6.66809], [-1.91699, 0.14519, 3.22708], [2.30329, 0.36173, -3.56105], [-2.67928, -0.87406, 3.79139], [-3.49847, 0.22992, 1.39879], [-4.23332, -0.80043, 1.96831], [-5.40325, -5.69647, 2.79048], [-3.05099, 2.69264, 3.41899], [-4.14392, 3.77559, -3.33322], [6.54958, -0.77501, -7.60219], [-3.82698, 0.65329, 0.45872], [-5.11636, -1.17367, 1.46642], [-6.36869, -6.13412, 3.00811], [1.35525, -2.93552, -5.17962], [4.31958, -0.98307, 3.47614], [-4.84398, -5.49950, 4.86316], [0.09238, 2.00459, -2.75536], [-1.16291, -3.74270, 1.41711], [5.74801, 2.81416, -8.56560], [-1.82947, 2.99731, -3.58090], [-2.35871, -1.31265, 4.72945], [-3.90462, 3.14613, 0.88685], [5.01708, -1.62207, -7.39762], [2.51564, 1.31341, -3.08568], [5.60409, 2.71406, -6.08907], [5.05327, -1.05760, -4.93838], [0.18206, 0.64860, 3.24097], [4.12383, 2.34762, -8.05352], [6.72183, 1.48324, -6.68245], [1.46061, 5.10592, 1.34153], [-0.41124, -0.08850, 4.73512], [-3.14388, 4.63593, 4.92284], [-1.25071, -0.68028, -2.27821], [-0.24978, -4.26345, 5.85692], [3.82700, 0.42258, 2.50296], [3.34353, 0.31715, 4.21236], [-1.43343, 6.42300, 4.73121], [6.57345, -0.22228, -5.15655], [0.47391, -2.25508, -2.95472], [-2.19231, -0.06971, -0.93064], [-4.38887, -2.15763, 3.62454], [0.56130, 3.01688, -1.40142], [-0.79036, 1.59487, 4.36397], [0.27689, 4.48421, 0.18984], [3.14160, -1.70341, 5.31234], [-5.18465, 3.90508, -1.08049], [6.47909, -2.22798, -6.60655], [-0.82601, -1.76948, 1.95315], [0.32907, 6.25155, 3.01844], [-5.72573, -5.77329, 0.66527], [-3.53771, -4.76512, 0.07999], [5.24042, 1.12401, -8.68324], [1.21730, 3.36067, 1.16384], [2.93645, -1.40433, -6.35984]],
  "forces_ev_per_a": [[0.099, 0.010, -0.025], [0.002, 0.000, -0.003], [0.010, -0.016, -0.045], [-0.094, 0.043, -0.067], [-0.013, 0.024, 0.003], [-0.060, -0.005, -0.060], [-0.003, -0.022, 0.009], [0.004, -0.005, 0.001], [-0.007, -0.015, 0.010], [0.004, 0.015, -0.005], [0.055, -0.029, -0.011], [-0.002, -0.003, 0.005], [0.013, 0.014, 0.003], [0.004, 0.004, 0.001], [-0.019, -0.006, 0.019], [0.022, 0.032, 0.014], [-0.040, 0.013, 0.082], [0.001, 0.009, -0.020], [0.004, -0.002, 0.001], [-0.025, 0.010, 0.083], [-0.008, -0.008, 0.001], [0.001, -0.031, 0.022], [0.009, -0.012, 0.006], [-0.001, -0.020, 0.018], [-0.007, -0.005, -0.002], [0.018, -0.007, -0.010], [0.001, 0.000, 0.006], [-0.002, -0.006, 0.004], [0.001, -0.004, 0.006], [0.017, 0.008, -0.002], [0.015, 0.009, 0.010], [0.001, 0.003, -0.019], [0.001, 0.066, -0.002], [-0.001, 0.006, 0.011], [-0.007, 0.008, 0.023], [-0.080, -0.026, 0.207], [-0.009, 0.017, -0.004], [0.160, -0.027, -0.123], [0.007, 0.019, 0.003], [0.008, 0.004, 0.003], [0.009, -0.005, 0.014], [-0.007, -0.011, 0.006], [0.005, 0.012, -0.001], [0.044, -0.002, -0.074], [-0.001, -0.028, -0.012], [0.008, 0.004, -0.014], [-0.003, 0.003, -0.002], [-0.009, -0.010, 0.002], [0.005, -0.010, 0.013], [-0.001, -0.019, -0.047], [0.007, 0.011, -0.003], [-0.007, 0.022, 0.018], [-0.024, 0.009, -0.050], [-0.009, 0.004, -0.007], [-0.009, -0.004, -0.018], [-0.008, -0.009, 0.003], [-0.001, -0.003, -0.007], [-0.005, -0.005, -0.001], [-0.002, 0.001, -0.001], [0.001, 0.001, -0.004], [0.003, 0.000, 0.006], [-0.006, -0.003, -0.005], [-0.006, -0.002, 0.000], [-0.001, -0.005, 0.000], [0.002, 0.000, 0.001], [-0.003, -0.002, 0.006], [-0.017, 0.022, -0.022], [-0.008, 0.026, 0.007], [0.002, 0.004, -0.004], [0.000, 0.000, -0.005], [0.003, -0.006, 0.001], [-0.006, -0.001, -0.002], [-0.002, -0.002, -0.002], [0.014, -0.005, 0.007], [0.005, -0.004, -0.002], [0.002, 0.003, 0.000], [-0.004, 0.010, 0.000], [0.002, 0.000, -0.001], [-0.002, 0.002, -0.004], [0.003, 0.001, -0.001], [-0.003, -0.004, -0.001], [-0.005, -0.001, 0.004], [-0.012, -0.001, -0.009], [0.000, -0.004, 0.003], [0.000, -0.002, -0.002], [-0.002, 0.000, 0.006], [0.000, 0.004, 0.003], [-0.004, -0.003, 0.001], [-0.014, 0.000, 0.008], [-0.023, -0.039, 0.019], [0.002, -0.007, 0.002], [-0.011, -0.011, 0.009], [-0.001, 0.014, 0.011], [0.000, 0.005, 0.006], [0.006, 0.004, -0.001], [-0.004, 0.000, 0.001], [0.003, -0.005, -0.003], [0.010, -0.016, 0.023], [0.002, 0.002, 0.001], [-0.004, -0.002, -0.003], [0.001, 0.002, -0.008], [0.002, -0.002, -0.004], [0.003, 0.001, -0.005], [0.001, -0.001, -0.003]],
  "lowdin_charge": [1.04, 0.74, 0.48, 1.04, 0.08, -0.03, -0.10, -0.06, 0.17, 0.18, -0.02, -0.07, -0.68, -0.07, -0.05, -0.20, -0.08, -0.07, -0.21, -0.34, -0.02, -0.12, -0.08, -0.42, -0.25, -0.10, -0.07, -0.10, -0.08, -0.27, -0.33, -0.11, -0.76, -0.06, -0.05, -0.33, -0.10, -0.33, -0.20, -0.02, -0.28, -0.01, -0.03, -0.09, -0.04, -0.08, -0.07, -0.06, -0.23, -0.31, -0.20, -0.29, -0.08, -0.05, -0.10, -0.07, -0.10, 0.11, 0.10, 0.07, 0.09, 0.11, 0.10, 0.11, 0.10, 0.11, 0.03, 0.09, 0.08, 0.11, 0.12, 0.11, 0.07, 0.12, 0.12, 0.11, 0.07, 0.07, 0.12, 0.08, 0.09, 0.10, -0.02, 0.11, 0.09, 0.10, 0.10, 0.12, 0.10, -0.04, 0.11, 0.02, 0.08, 0.08, 0.10, 0.10, 0.08, 0.06, 0.11, 0.10, 0.09, 0.07, 0.06, 0.11]
}